# 1
C34H69F24N6P5 | ωB97M-V/def2-TZVPD

The spin multiplicity is 1. For the calculated total energy, the calculation gives -5769.9105 a.u. As for the charge: 0.

The geometry in XYZ format:
```
138
Properties=species:S:1:pos:R:3:mulliken_charge:R:1
C -1.819 -6.232 -1.197 -1.541
C -1.687 -4.884 -0.444 0.209
N -2.579 -3.879 -1.013 0.424
C -3.691 -3.353 -0.422 -1.121
C -4.107 -2.344 -1.205 -0.601
N -3.280 -2.345 -2.315 0.384
C -2.360 -3.253 -2.140 -0.517
C -3.467 -1.554 -3.519 -0.859
H -2.883 -6.515 -1.267 0.383
H -1.411 -7.053 -0.614 0.447
H -1.487 -6.184 -2.234 0.357
H -0.654 -4.616 -0.652 -0.217
H -1.943 -5.094 0.578 0.386
H -4.116 -3.561 0.549 0.728
H -4.888 -1.610 -1.173 0.702
H -1.580 -3.404 -2.866 0.656
H -4.502 -1.277 -3.666 0.372
H -3.077 -2.129 -4.349 0.338
H -2.880 -0.647 -3.370 0.284
C -0.912 1.371 -0.634 -1.817
C -2.079 0.634 0.003 1.120
N -1.592 -0.397 0.917 0.914
C -0.759 -1.436 0.672 -1.100
C -0.748 -2.194 1.809 -1.261
N -1.623 -1.585 2.678 0.395
C -2.108 -0.490 2.116 -0.933
C -2.135 -2.122 3.935 -0.825
H -1.228 2.368 -0.928 0.648
H -0.434 0.765 -1.403 0.515
H -0.081 1.553 0.056 0.020
H -2.697 0.185 -0.775 -0.425
H -2.689 1.233 0.675 -0.173
H -0.291 -1.567 -0.286 0.981
H -0.161 -3.034 2.139 0.849
H -2.968 0.126 2.314 0.628
H -1.335 -2.672 4.416 0.356
H -2.995 -2.773 3.788 0.315
H -2.532 -1.312 4.539 0.282
C -4.973 3.733 -0.773 -0.867
C -5.561 3.542 0.609 -0.167
N -7.035 3.479 0.544 0.345
C -7.865 4.515 0.327 -0.346
C -9.100 4.030 0.233 -0.526
N -8.959 2.673 0.259 0.171
C -7.716 2.373 0.486 0.040
C -10.028 1.684 0.090 -0.849
H -3.883 3.752 -0.643 0.056
H -5.205 4.710 -1.197 0.381
H -5.125 2.893 -1.449 0.360
H -5.331 4.294 1.350 0.458
H -5.192 2.575 0.950 -0.219
H -7.464 5.511 0.359 0.453
H -10.048 4.427 -0.073 0.405
H -7.314 1.374 0.557 0.308
H -10.979 2.159 0.306 0.325
H -9.817 0.791 0.661 0.340
H -10.084 1.434 -0.974 0.324
C 3.799 2.034 -4.445 -1.195
C 4.381 0.634 -4.293 -0.837
C 4.737 0.225 -2.848 0.645
C 5.741 1.182 -2.224 -1.148
P 5.779 0.972 -0.412 1.187
C 7.295 1.763 0.168 -0.836
C 8.582 0.920 -0.057 -0.584
C 9.765 1.537 0.654 -0.610
C 10.153 2.895 0.023 -1.165
C 4.270 1.635 0.328 -0.744
C 3.748 2.997 -0.146 -0.777
C 2.442 3.357 0.585 0.823
C 2.009 4.760 0.227 -1.363
C 5.820 -0.828 -0.080 -1.924
C 4.535 -1.706 -0.192 0.889
C 4.295 -2.469 1.111 -0.689
C 3.324 -3.657 0.846 -1.101
H 2.900 2.080 -3.821 0.224
H 3.460 2.147 -5.478 0.420
H 4.428 2.899 -4.231 0.347
H 5.282 0.437 -4.881 0.435
H 3.599 -0.055 -4.607 0.323
H 5.061 -0.799 -3.026 0.235
H 3.840 0.246 -2.223 -0.423
H 5.460 2.202 -2.502 0.429
H 6.787 1.073 -2.533 0.496
H 7.247 1.882 1.258 0.528
H 7.403 2.722 -0.342 0.483
H 8.822 0.898 -1.127 0.303
H 8.385 -0.104 0.272 0.358
H 10.649 0.925 0.480 0.343
H 9.546 1.651 1.714 0.374
H 11.230 3.048 -0.053 0.377
H 9.645 3.732 0.497 0.275
H 9.908 2.913 -1.053 0.298
H 4.549 1.764 1.384 0.789
H 3.505 0.862 0.233 0.124
H 3.559 2.923 -1.222 0.263
H 4.462 3.782 0.115 0.382
H 2.612 3.252 1.662 0.436
H 1.653 2.642 0.343 -0.690
H 1.788 4.834 -0.847 0.328
H 2.782 5.503 0.443 0.392
H 1.080 5.096 0.692 0.269
H 6.219 -0.779 0.952 0.734
H 6.687 -1.214 -0.627 0.625
H 4.761 -2.354 -1.035 0.439
H 3.726 -1.037 -0.465 -0.886
H 3.843 -1.792 1.845 0.358
H 5.223 -2.861 1.534 0.378
H 3.879 -4.438 0.318 0.387
H 2.552 -3.348 0.142 -0.005
H 2.924 -4.062 1.772 0.453
P -1.341 -6.310 4.145 1.210
F -2.764 -5.534 4.008 -0.355
F -1.905 -7.194 5.362 -0.349
F -1.873 -7.364 3.034 -0.367
F 0.069 -7.074 4.222 -0.378
F -0.768 -5.355 2.935 -0.343
F -0.838 -5.181 5.177 -0.366
P -5.926 -0.557 1.855 1.319
F -7.133 -0.961 2.818 -0.364
F -6.920 -0.446 0.570 -0.469
F -6.238 1.016 2.157 -0.424
F -4.707 -0.136 0.875 -0.169
F -4.894 -0.541 3.134 -0.343
F -5.613 -2.101 1.674 -0.320
P 1.195 -1.894 -2.674 1.609
F 0.831 -2.903 -1.479 -0.662
F 0.814 -3.041 -3.768 -0.415
F -0.368 -1.421 -2.826 -0.273
F 1.529 -0.818 -3.833 -0.463
F 1.599 -0.773 -1.593 -0.225
F 2.717 -2.423 -2.789 -0.285
P -2.009 4.162 2.270 1.153
F -1.971 3.844 0.675 -0.365
F -3.451 4.910 2.037 -0.415
F -2.820 2.835 2.679 -0.262
F -2.038 4.761 3.767 -0.383
F -0.643 3.373 2.527 -0.342
F -1.206 5.537 1.882 -0.422
```



# 2
C34H69FN9O10 | ωB97M-V/def2-TZVPD

The spin multiplicity is 1. For the calculated total energy, the calculation gives -2681.7559 a.u. As for the charge: -1.

The geometry in XYZ format:
```
123
Properties=species:S:1:pos:R:3:mulliken_charge:R:1
C 3.194 0.917 -1.534 -0.414
C 1.995 0.604 -2.305 -0.715
C 1.548 -0.845 -2.823 1.239
F 0.131 -0.720 -3.200 -0.344
C 2.343 -1.142 -4.195 0.035
O 3.068 -2.167 -4.437 -0.646
O 2.190 -0.172 -5.212 -0.764
N 1.612 -1.934 -1.807 1.250
C 0.869 -3.169 -2.222 -1.079
C -0.625 -3.285 -1.556 0.552
C -0.666 -2.826 -0.014 -0.893
C -0.782 -1.214 0.185 1.646
C -2.266 -0.751 0.696 -0.771
C -3.457 -1.203 -0.293 -0.080
C -3.451 -0.408 -1.720 0.254
C -4.933 -0.335 -2.384 -1.045
N 2.931 -2.256 -1.436 -0.800
C 2.941 -2.155 -0.103 0.630
O 3.388 -2.238 1.073 -0.528
H 4.212 1.218 -1.964 -0.029
H 3.102 0.828 -0.382 0.110
H 1.328 1.507 -2.607 0.213
H 1.448 -4.076 -1.780 0.390
H 0.845 -3.323 -3.369 0.269
H -1.374 -2.667 -2.192 -0.089
H -0.909 -4.403 -1.646 -0.178
H -1.654 -3.254 0.426 0.370
H 0.203 -3.290 0.602 0.319
H -0.474 -0.615 -0.744 -0.094
H -0.044 -0.925 1.026 -1.427
H -2.445 -1.061 1.794 0.171
H -2.254 0.413 0.692 0.353
H -4.479 -0.922 0.192 0.370
H -3.488 -2.349 -0.459 0.120
H -3.110 0.673 -1.550 0.050
H -2.767 -0.899 -2.497 -0.130
H -5.741 -0.870 -1.773 0.298
H -5.258 0.768 -2.533 0.160
H -4.899 -0.813 -3.439 0.285
C -2.627 2.491 -4.939 -1.315
C -2.583 3.218 -3.623 0.840
O -3.341 2.942 -2.702 -0.680
N -1.664 4.207 -3.469 -0.149
C -0.687 4.679 -4.425 -0.686
H -3.410 1.731 -4.907 0.248
H -2.857 3.190 -5.747 0.422
H -1.672 1.995 -5.126 0.379
H -1.696 4.646 -2.559 0.211
H 0.302 4.552 -3.983 0.164
H -0.868 5.742 -4.601 0.289
H -0.737 4.140 -5.369 0.332
C -6.890 -3.685 1.188 -1.402
C -6.400 -2.343 1.660 0.812
O -6.155 -1.431 0.882 -0.673
N -6.228 -2.156 2.998 -0.137
C -6.458 -3.098 4.070 -0.870
H -6.975 -3.677 0.101 0.292
H -6.180 -4.465 1.473 0.368
H -7.875 -3.894 1.610 0.409
H -5.897 -1.231 3.234 0.230
H -7.201 -2.670 4.748 0.289
H -5.519 -3.237 4.611 0.285
H -6.812 -4.061 3.706 0.326
C 3.486 4.536 -0.942 -0.888
C 3.059 5.238 -2.199 0.683
O 1.888 5.272 -2.555 -0.676
N 4.016 5.846 -2.953 -0.142
C 5.439 5.915 -2.706 -0.809
H 2.613 4.102 -0.453 0.208
H 4.183 3.730 -1.184 0.108
H 3.950 5.246 -0.253 0.438
H 3.650 6.294 -3.781 0.245
H 5.723 6.968 -2.636 0.286
H 5.955 5.461 -3.555 0.273
H 5.724 5.400 -1.790 0.281
C 1.462 0.479 2.980 -1.316
C 0.196 0.175 3.734 0.767
O -0.387 -0.896 3.622 -0.664
N -0.303 1.134 4.563 -0.036
C 0.230 2.450 4.831 -0.782
H 1.732 -0.380 2.364 0.128
H 1.311 1.340 2.325 0.347
H 2.278 0.672 3.680 0.577
H -1.153 0.857 5.033 0.176
H 0.431 2.525 5.903 0.204
H -0.527 3.185 4.558 0.219
H 1.146 2.647 4.275 0.395
C -1.277 -7.486 -3.089 -1.323
C -1.014 -7.508 -1.607 0.762
O -1.334 -6.580 -0.878 -0.632
N -0.399 -8.604 -1.081 -0.167
C 0.054 -9.793 -1.767 -0.834
H -1.771 -6.551 -3.355 0.277
H -0.335 -7.548 -3.638 0.366
H -1.934 -8.314 -3.366 0.413
H -0.258 -8.543 -0.082 0.244
H -0.457 -10.655 -1.332 0.282
H 1.129 -9.895 -1.602 0.280
H -0.147 -9.755 -2.836 0.321
C -3.358 2.628 7.957 -1.402
C -2.450 3.353 7.002 0.839
O -2.245 2.947 5.865 -0.626
N -1.847 4.495 7.432 -0.153
C -1.958 5.135 8.724 -0.885
H -3.762 1.740 7.470 0.304
H -2.799 2.312 8.841 0.364
H -4.192 3.273 8.246 0.382
H -1.254 4.923 6.734 0.244
H -2.341 6.146 8.573 0.290
H -0.959 5.194 9.163 0.289
H -2.619 4.593 9.398 0.339
C 8.457 2.385 -0.159 -1.470
C 7.344 1.881 -1.037 0.829
O 6.171 2.160 -0.826 -0.570
N 7.671 1.090 -2.095 -0.122
C 8.983 0.648 -2.512 -0.911
H 8.038 3.001 0.638 0.273
H 8.987 1.545 0.295 0.388
H 9.147 2.999 -0.743 0.391
H 6.869 0.791 -2.636 0.214
H 9.153 0.998 -3.533 0.291
H 8.995 -0.444 -2.503 0.297
H 9.771 1.025 -1.863 0.349
```



# 3
C34H69Mg2O22S8 | ωB97M-V/def2-TZVPD

The spin multiplicity is 1. For the calculated total energy, the calculation gives -6577.7264 a.u. As for the charge: +1.

The geometry in XYZ format:
```
135
Properties=species:S:1:pos:R:3:mulliken_charge:R:1
Mg -12.344 2.293 -26.674 2.015
Mg -16.612 -0.015 -20.306 1.234
C -14.727 2.505 -23.050 -0.705
C -14.058 2.104 -24.217 0.555
C -13.877 0.627 -24.543 -0.098
O -13.082 0.281 -25.465 -1.469
C -14.484 -0.337 -23.789 -0.277
C -15.203 0.016 -22.646 1.146
C -15.305 1.524 -22.207 0.332
O -16.031 1.678 -21.200 -1.631
O -15.751 -0.764 -21.830 0.567
O -13.674 3.010 -25.002 -1.321
H -14.820 3.541 -22.768 0.250
H -14.375 -1.407 -23.909 0.283
O -13.709 2.412 -27.905 -0.647
H -14.248 2.006 -28.566 0.032
C -15.287 -5.067 -26.971 -1.538
C -14.425 -3.845 -27.355 0.857
C -14.094 -2.929 -26.186 1.072
O -12.728 -3.222 -25.955 -0.182
C -12.199 -3.855 -27.032 0.348
O -11.034 -3.984 -27.285 -0.575
O -13.169 -4.429 -27.722 -0.357
H -14.821 -5.657 -26.174 0.374
H -15.401 -5.710 -27.839 0.407
H -16.216 -4.779 -26.476 0.283
H -14.882 -3.345 -28.208 0.265
H -14.720 -3.176 -25.324 -0.063
H -14.274 -1.868 -26.367 -0.951
C -12.917 7.969 -23.088 -1.558
C -13.459 6.556 -22.964 0.491
C -12.353 5.499 -23.013 -0.432
O -12.639 4.697 -21.868 -0.156
C -13.524 5.324 -21.074 0.542
O -13.937 4.866 -20.048 -0.508
O -14.068 6.397 -21.691 -0.340
H -12.389 8.070 -24.040 0.378
H -12.153 8.170 -22.334 0.375
H -13.666 8.752 -22.986 0.373
H -14.215 6.332 -23.723 0.287
H -11.320 5.838 -22.873 0.469
H -12.333 5.031 -23.998 0.158
C -16.386 1.743 -29.254 -2.039
C -16.248 0.270 -28.852 0.986
C -16.433 0.008 -27.354 0.854
O -17.107 -1.225 -27.335 -0.083
C -17.651 -1.475 -28.537 0.414
O -18.397 -2.370 -28.770 -0.565
O -17.286 -0.519 -29.422 -0.436
H -15.838 2.461 -28.640 0.474
H -17.372 2.200 -29.326 0.387
H -15.833 1.907 -30.185 0.495
H -15.325 -0.067 -29.332 0.061
H -17.140 0.693 -26.865 0.192
H -15.488 0.099 -26.817 -0.798
C -11.906 -0.824 -28.696 -0.354
S -10.427 0.139 -28.402 0.203
O -10.967 1.343 -27.663 -0.581
C -9.791 -0.899 -27.046 -0.638
H -11.635 -1.872 -28.806 0.528
H -12.468 -0.308 -29.474 0.374
H -12.554 -0.687 -27.823 -0.436
H -9.811 -1.914 -27.464 0.386
H -10.469 -0.937 -26.194 0.018
H -8.750 -0.748 -26.773 0.397
C -13.743 2.153 -18.628 -0.364
S -14.055 0.482 -18.072 0.282
O -15.054 -0.093 -19.056 -0.876
C -12.435 -0.209 -18.533 -1.017
H -12.972 2.751 -18.143 0.763
H -14.654 2.752 -18.588 0.112
H -13.485 2.154 -19.690 -0.278
H -12.380 -0.204 -19.626 0.193
H -12.296 -1.248 -18.241 0.402
H -11.679 0.490 -18.181 0.431
C -8.519 2.526 -24.443 -1.166
S -10.262 2.946 -24.155 0.515
O -10.949 2.361 -25.360 0.475
C -10.541 1.627 -22.917 -0.496
H -8.043 3.172 -25.181 0.378
H -8.442 1.471 -24.705 0.329
H -7.839 2.632 -23.592 0.430
H -9.635 1.382 -22.359 0.573
H -10.789 0.701 -23.441 0.167
H -11.333 1.820 -22.195 -0.136
C -18.666 4.671 -23.508 -0.353
S -18.704 5.689 -21.984 0.411
O -19.880 5.202 -21.149 -0.648
C -17.385 4.775 -21.057 0.235
H -17.675 4.848 -23.937 0.264
H -19.484 4.951 -24.158 0.439
H -18.535 3.673 -23.093 -0.263
H -17.227 5.262 -20.103 0.487
H -16.510 4.820 -21.714 -0.329
H -17.556 3.699 -21.007 -0.321
C -17.532 -4.260 -22.358 -0.561
S -18.287 -3.450 -23.759 0.555
O -17.276 -3.390 -24.864 -0.516
C -19.279 -4.944 -24.179 -1.233
H -16.867 -3.506 -21.939 -0.480
H -16.947 -5.110 -22.710 0.421
H -18.283 -4.631 -21.663 0.559
H -18.499 -5.695 -24.319 0.360
H -19.821 -4.819 -25.114 0.380
H -19.960 -5.357 -23.434 0.376
C -17.449 1.179 -16.235 -1.081
S -17.844 1.976 -17.821 0.372
O -17.177 1.125 -18.875 0.085
C -19.601 1.488 -17.857 -0.963
H -16.453 1.459 -15.910 0.333
H -17.623 0.105 -16.310 0.329
H -18.218 1.491 -15.525 0.497
H -20.272 1.967 -17.143 0.474
H -19.557 0.425 -17.624 0.318
H -19.976 1.772 -18.839 0.224
C -12.326 -4.374 -22.178 -0.845
S -12.960 -4.300 -20.483 0.387
O -11.808 -3.850 -19.621 -0.643
C -14.094 -2.960 -20.737 0.318
H -13.128 -4.691 -22.845 0.277
H -11.412 -4.953 -22.282 0.496
H -11.997 -3.370 -22.468 0.186
H -13.714 -2.357 -21.561 -0.288
H -14.122 -2.362 -19.828 -0.172
H -15.079 -3.339 -20.989 0.113
C -20.513 -0.525 -22.359 -0.565
S -19.342 0.844 -22.139 0.319
O -18.234 0.354 -21.230 -0.579
C -18.581 0.719 -23.802 -0.634
H -20.823 -0.937 -21.398 0.349
H -19.984 -1.323 -22.881 -0.134
H -21.417 -0.442 -22.963 0.393
H -18.209 -0.266 -24.068 0.275
H -17.774 1.425 -23.587 -0.167
H -19.267 1.164 -24.521 0.695
```



What E_LUMO values result from the calculations? In sequence: -0.13; 1.75; -2.45 eV.
What HOMO energy values result from the calculations? In sequence: -10.01; -3.61; -10.10 eV.
What max |F| values result from the calculations? In sequence: 2.87; 7.45; 3.18 eV/A.